Entry 1:
ORCA calculation (ωB97M-V/def2-TZVPD) on a molecular structure, C13H13FeN2O9.

```
38
Properties=species:S:1:pos:R:3:forces:R:3
Fe 0.15757 -0.56020 0.81149 -0.03 0.05 -0.28
O -0.71120 1.38399 1.86062 -0.04 -0.24 0.11
C -0.79569 1.69560 3.25004 0.06 -0.08 0.09
C -0.69567 0.41696 4.06304 -0.19 0.22 -0.41
N 0.58076 -0.27343 3.94750 0.06 0.17 0.52
C 0.58314 -1.65240 4.25819 0.07 -0.43 -0.31
C 0.09128 -2.64603 3.08292 0.10 0.23 0.27
O 0.13820 -3.80918 3.37708 0.02 -0.03 -0.02
O -0.32597 -2.07767 2.02814 -0.06 0.62 -0.69
C 1.77535 0.48231 3.86111 0.07 0.00 -0.17
C 2.03250 1.10618 2.39677 0.17 0.20 -0.11
O 2.34385 2.27627 2.36905 -0.10 -0.12 0.07
O 1.91974 0.26362 1.46140 -0.34 -0.36 -0.21
H -0.47278 2.18209 1.37363 0.00 -0.08 -0.15
H -1.76491 2.15151 3.46233 0.00 -0.01 0.06
H -0.00868 2.39708 3.53281 -0.01 0.04 -0.05
H -1.47648 -0.27447 3.74143 0.03 -0.05 0.06
H -0.86968 0.67253 5.11449 0.04 -0.08 0.05
H -0.11978 -1.86010 5.06743 -0.03 0.05 0.00
H 1.57580 -1.99373 4.53584 0.01 0.08 0.03
H 2.63569 -0.14937 4.06953 -0.05 -0.04 0.03
H 1.75311 1.32971 4.54641 -0.09 0.03 -0.02
O -0.94208 0.32222 -0.89307 0.11 -0.06 0.69
C -0.20410 -0.33336 -1.68320 0.09 -0.10 -0.01
O 0.67811 -1.11601 -1.24932 0.11 0.00 0.49
C -0.37549 -0.17830 -3.15963 0.04 -0.01 -0.04
C -1.57312 0.29403 -3.68293 0.06 0.02 0.07
C -1.73066 0.40580 -5.05198 -0.04 0.03 -0.25
C -0.67310 0.05996 -5.87893 0.07 -0.06 0.54
C 0.53376 -0.39646 -5.37140 0.01 0.01 -0.24
C 0.67613 -0.52355 -4.00253 -0.12 -0.02 0.08
N -0.83683 0.17680 -7.33182 -0.06 0.07 -0.40
O -1.91819 0.54405 -7.75259 0.13 -0.05 0.10
O 0.11744 -0.09759 -8.03426 -0.09 0.01 0.13
H -2.37317 0.56692 -3.00892 0.00 0.00 -0.01
H -2.65097 0.75683 -5.49374 -0.02 0.00 0.02
H 1.33354 -0.64897 -6.05135 0.00 -0.01 0.01
H 1.59258 -0.89362 -3.56559 0.01 -0.01 -0.03
```
Forces are in eV/Å.

Kohn-Sham gap (alpha / beta)	9.393 / 5.565	eV
E_HOMO (alpha / beta)	-9.950 / -9.330	eV
multiplicity	6
energy above the lowest of the compared OMol25 structures with the same formula, charge and spin	1.795	eV

---

Entry 2:
ORCA calculation (ωB97M-V/def2-TZVPD) on C4H7Cl in the gas phase at a distorted geometry.

```
12
Properties=species:S:1:pos:R:3:forces:R:3
C -1.67726 -1.15298 -0.06521 6.27 -1.93 0.26
C -0.93179 0.16991 0.04776 -1.14 1.07 -0.30
C -1.70145 1.19818 -0.27808 2.89 3.55 1.74
C 0.40472 0.24166 0.72775 1.00 -3.80 1.48
H -1.24380 -1.87416 -0.85191 0.49 0.85 1.44
H -1.65041 -1.60399 0.91930 1.04 -0.64 0.42
H -2.59914 -1.45599 -0.23311 -5.42 1.15 -1.42
H -1.59015 2.34635 -0.09847 0.35 -2.37 -0.50
H -2.61162 0.86251 -0.49688 -3.87 -0.39 -1.41
H 0.83837 1.13270 1.27950 -1.87 -1.12 -0.18
H 0.42694 -0.89086 1.26964 -0.11 3.66 -0.25
Cl 1.87438 -0.07395 -0.25773 0.37 -0.04 -1.27
```
Forces are in eV/Å.

Kohn-Sham gap	10.774	eV
E_HOMO	-9.916	eV
energy above the lowest of the compared OMol25 structures with the same formula, charge and spin	2.453	eV
SMILES	C=C(C)CCl

---

Entry 3:
ORCA calculation (ωB97M-V/def2-TZVPD) on CH3NO2S2 in the gas phase at a distorted geometry.

```
9
Properties=species:S:1:pos:R:3:forces:R:3
C -0.21944 -0.04440 0.67971 -0.31 0.61 0.36
N 0.65633 -0.43628 -0.34438 1.18 1.94 1.42
O 1.63888 0.62065 -0.60144 -0.78 -0.66 0.12
O 0.03445 -0.76859 -1.50027 -3.60 2.43 1.48
S 0.27244 0.87744 1.94164 0.09 -0.11 -0.09
S -1.88872 -0.48931 0.43843 0.15 -1.26 -1.79
H 1.34035 1.45115 -0.13492 -0.05 -1.07 -0.25
H 0.65197 -1.21985 -1.96673 3.01 -2.44 -2.27
H -2.48626 0.00918 1.48796 0.31 0.57 1.04
```
Forces are in eV/Å.

Kohn-Sham gap	8.744	eV
E_HOMO	-9.114	eV
energy above the lowest of the compared OMol25 structures with the same formula, charge and spin	3.102	eV
SMILES	ON(O)C(=S)S

---

Entry 4:
ORCA calculation (ωB97M-V/def2-TZVPD) on 10 unconnected molecules or ions with the total composition C5H30NO11 at a distorted geometry.

```
47
Properties=species:S:1:pos:R:3:forces:R:3
O -0.65444 0.52949 -2.04296 -0.29 0.80 -0.18
C 0.03684 0.15567 -1.14695 0.66 -2.12 1.20
O 1.36464 0.01000 -1.10920 0.59 1.02 -0.64
C -0.46583 -0.44691 0.19336 -0.05 -0.31 0.09
C -0.04563 0.54101 1.25544 -0.18 2.83 0.16
C -0.54213 0.35757 2.68581 0.29 -1.30 2.01
C 0.73343 0.21026 3.60824 0.65 0.54 -0.10
N -1.95176 -0.64005 0.13608 -1.66 0.96 -1.12
H 1.88888 0.62043 -1.72269 -0.88 -0.51 0.18
H -0.00195 -1.45620 0.37789 -0.51 1.01 -0.38
H -0.20992 1.60778 0.87908 -0.65 -1.32 0.42
H 1.03149 0.64930 1.32116 0.26 -0.86 -0.43
H -1.17191 1.11332 3.20539 0.17 -0.07 -1.29
H -1.11913 -0.61722 2.78660 0.76 1.63 -0.27
H 0.82644 -0.84403 3.93446 0.67 0.57 -0.43
H 0.79217 0.81458 4.51687 -1.02 -0.09 0.24
H 1.64394 0.68591 3.11794 -0.86 -1.41 0.14
H -2.24131 -0.85191 -0.83790 0.06 -0.08 0.05
H -2.58098 0.22576 0.27370 1.11 -0.28 0.11
H -2.40605 -1.35265 0.73406 0.79 -0.04 0.30
H -3.89445 -0.02714 -3.15686 0.23 -0.13 0.26
H -2.99388 -1.29895 -3.09533 -0.14 0.09 -0.31
O -3.60447 -0.75492 -2.58573 0.07 -0.18 0.20
H 1.47743 -3.13491 0.97031 0.89 -0.61 -0.06
H 1.34459 -4.56487 1.77007 0.79 0.15 -0.41
O 0.95010 -3.74537 1.47991 -1.76 0.56 0.50
H 4.43270 2.34757 1.34041 0.38 0.04 0.78
H 3.58498 1.74241 2.59643 0.81 0.33 0.16
O 3.63681 1.92902 1.66083 -1.16 -0.39 -0.91
H 2.37941 -2.07239 -2.18733 0.44 -1.08 -0.21
H 2.13507 -2.85781 -3.42618 0.25 -0.34 0.21
O 2.62238 -2.94628 -2.58758 -0.80 1.53 0.02
H 1.71417 2.14873 -3.25314 0.21 1.02 0.51
H 3.14995 2.26948 -2.44136 -0.57 0.84 -0.04
O 2.54019 1.75373 -2.96813 0.20 -1.88 -0.28
H 0.19515 3.25007 -0.23206 -0.09 0.62 0.04
H 1.38979 4.27875 -0.46068 -0.49 0.18 0.26
O 1.09724 3.37007 -0.54124 0.53 -0.73 -0.47
H -4.34285 2.43842 -0.61061 0.25 -0.23 0.08
H -4.67154 1.03422 -0.09983 -0.07 -0.05 0.01
O -3.99400 1.52620 -0.59840 -0.07 0.15 0.00
H -2.31952 -2.24696 3.46146 0.52 -0.32 -1.44
H -1.14212 -2.71883 2.48235 -0.35 -0.12 0.27
O -2.05013 -2.36386 2.50814 -0.28 -0.23 1.02
H -0.26652 -0.18287 -3.79986 0.43 -0.06 -0.12
H 1.20843 0.06665 -4.11320 0.14 0.06 -0.02
O 0.49430 -0.55225 -4.27876 -0.28 -0.21 -0.13
```
Forces are in eV/Å.

Kohn-Sham gap (alpha / beta)	2.376 / 10.850	eV
E_HOMO (alpha / beta)	-2.446 / -10.982	eV
multiplicity	2
energy above the lowest of the compared OMol25 structures with the same formula, charge and spin	1.381	eV

---

Entry 5:
ORCA calculation (ωB97M-V/def2-TZVPD) on a molecular structure, C10H7BrCl21F7NO2S at a distorted geometry.

```
50
Properties=species:S:1:pos:R:3:forces:R:3
O 0.98917 -3.56896 -0.82499 -1.06 3.73 -0.40
S 0.24952 -2.28897 -0.44114 -2.70 -6.49 1.39
O 0.12042 -2.29049 1.05665 0.68 1.88 -2.86
N -1.24676 -2.35533 -1.28079 3.01 0.66 1.52
Br -2.56137 -1.29977 -0.38752 0.52 -0.23 -0.29
C 1.27828 -0.88660 -1.13211 0.91 0.84 -2.09
F 2.66975 -1.17816 -1.16829 -2.79 0.71 0.36
F 0.87369 -0.74155 -2.49406 0.87 0.00 2.73
C 1.06972 0.54012 -0.44903 0.76 1.49 -0.75
F 1.96973 1.43166 -1.11900 -1.63 -1.69 1.09
F -0.20539 1.08944 -0.60773 2.43 -1.43 0.20
C 1.45540 0.61927 1.10348 -1.20 1.05 1.58
F 0.26984 0.55814 1.86423 2.89 -0.19 -1.51
F 1.94514 1.93473 1.32887 -0.47 -3.04 -0.18
F 2.34910 -0.34989 1.53656 -1.81 2.47 -0.97
C -3.63420 1.83921 1.69972 0.14 -0.21 0.05
Cl -2.66638 0.75988 2.70725 -0.13 0.16 -0.08
Cl -4.58032 0.91320 0.52785 -0.17 0.32 0.16
Cl -4.69719 2.83805 2.70538 0.35 -0.22 -0.33
H -2.96146 2.49740 1.15430 -0.12 -0.14 0.08
C -7.60080 5.30699 3.34829 0.07 -0.12 -0.05
Cl -6.44683 4.46513 4.39141 -0.46 0.30 0.19
Cl -7.73637 4.49453 1.78369 -0.01 0.14 0.13
Cl -9.18426 5.41420 4.13189 0.08 0.06 -0.02
H -7.23425 6.31695 3.17854 -0.07 -0.18 0.05
C 2.53027 -6.44323 -2.39048 -0.06 0.13 0.01
Cl 2.73176 -6.57459 -4.14570 -0.01 -0.03 0.12
Cl 1.58038 -7.80117 -1.77031 0.05 0.10 -0.03
Cl 4.10544 -6.36916 -1.58815 -0.12 0.02 -0.05
H 1.99174 -5.52098 -2.17358 0.06 -0.10 0.05
C 2.62396 -1.80425 -5.27439 -0.15 -0.24 0.28
Cl 1.28229 -1.05709 -6.15419 0.11 0.04 0.03
Cl 2.02069 -2.97810 -4.10162 0.13 0.12 -0.21
Cl 3.75471 -2.57058 -6.40099 0.03 0.05 0.00
H 3.15562 -1.02414 -4.73450 -0.09 -0.14 -0.11
C 1.94887 -4.62388 3.58524 -0.18 -0.04 -0.36
Cl 3.14846 -5.46520 4.58194 0.05 0.05 0.05
Cl 1.73613 -5.44806 2.03841 0.06 0.15 0.21
Cl 0.40655 -4.50045 4.44336 0.13 0.04 -0.02
H 2.31233 -3.61770 3.38895 -0.10 -0.17 0.03
C 6.18504 0.80702 -6.91690 -0.05 -0.10 0.04
Cl 7.35743 -0.02864 -5.88894 -0.06 0.10 -0.08
Cl 5.98079 -0.05019 -8.45095 0.03 0.11 0.08
Cl 4.63361 0.97159 -6.08426 0.14 0.15 -0.09
H 6.56578 1.80302 -7.12998 -0.08 -0.19 0.04
C -4.18871 7.26253 6.59232 0.04 -0.13 0.00
Cl -4.92279 7.54844 5.00836 0.06 0.14 0.11
Cl -3.59197 5.60220 6.71005 -0.09 0.16 0.01
Cl -2.88095 8.41656 6.88917 -0.12 -0.05 0.01
H -4.95162 7.40685 7.35369 0.14 -0.02 -0.15
```
Forces are in eV/Å.

Kohn-Sham gap	6.878	eV
E_HOMO	-5.277	eV
charge	-1

---

Entry 6:
ORCA calculation (ωB97M-V/def2-TZVPD) on a molecular structure, C3H5N3O at a distorted geometry.

```
12
Properties=species:S:1:pos:R:3:forces:R:3
C 0.13792 -0.72396 -0.04383 5.75 1.39 1.23
C -1.79201 -0.13966 -0.03948 -5.90 0.30 0.15
C -1.11993 1.02465 0.14363 -2.48 1.97 -1.35
H 1.40327 -2.23391 -0.45920 0.83 3.36 2.29
H 2.29103 -0.61294 -0.15826 -2.87 -1.82 0.41
H -2.90782 -0.36964 -0.29761 2.10 1.09 1.06
H -1.38830 2.08954 0.07599 0.04 -0.90 0.07
H 1.60337 1.42395 0.74871 -0.23 0.49 -2.26
N 1.44106 -1.24947 0.16045 0.97 -3.46 -3.24
N -1.01602 -1.21640 0.02091 -0.48 -2.48 -1.03
N 0.13728 0.61916 0.04503 0.46 -0.70 -0.34
O 1.21015 1.38867 -0.19633 1.81 0.75 3.00
```
Forces are in eV/Å.

Kohn-Sham gap	8.494	eV
E_HOMO	-8.046	eV
energy above the lowest of the compared OMol25 structures with the same formula, charge and spin	4.049	eV

---

Entry 7:
ORCA calculation (ωB97M-V/def2-TZVPD) on 2 unconnected molecules or ions with the total composition C9H14 at a distorted geometry.

```
23
Properties=species:S:1:pos:R:3:forces:R:3
C -1.99066 -1.96680 0.15895 0.14 -0.65 -1.33
C 0.43638 -1.24248 -0.51904 -0.91 -0.74 -1.62
C -0.68002 -1.25320 0.29439 0.10 2.05 2.58
C 1.61650 -0.56074 -0.25733 -0.79 0.12 1.43
C -0.59526 -0.40874 1.44787 -0.13 -1.17 -0.72
C 1.68611 0.15854 0.91915 -0.23 0.18 0.23
C 0.55257 0.29001 1.72507 0.68 -0.56 -0.03
H 0.29828 -1.71515 -1.48710 0.36 -0.31 -0.01
H 2.46071 -0.59762 -0.88977 0.61 -0.19 -0.79
H -2.20891 -2.15637 -0.89526 0.10 -0.31 -0.02
H -2.86618 -1.41429 0.49726 0.33 0.22 0.39
H -1.45568 -0.39309 2.10724 0.08 0.27 0.06
H 2.59572 0.63019 1.26041 0.14 0.15 -0.25
H 0.66049 0.87614 2.60850 -0.22 0.39 0.55
H -1.94479 -2.92840 0.68028 -0.14 0.09 -0.08
C 0.40852 2.36649 -1.85118 0.70 0.56 0.46
C -0.78178 1.84414 -1.02277 0.61 -0.69 -1.71
H 0.41228 3.45022 -1.99799 -0.53 -0.03 -0.22
H 1.32094 2.25832 -1.25111 0.01 -0.37 -0.27
H 0.56479 1.91291 -2.82854 -0.07 -0.19 0.09
H -1.39803 1.14914 -1.61034 -0.33 0.70 -0.29
H -1.34599 2.70942 -0.69404 -0.26 -0.46 0.73
H -0.38290 1.11076 -0.33517 -0.25 0.94 0.83
```
Forces are in eV/Å.

Kohn-Sham gap	10.095	eV
E_HOMO	-9.061	eV
energy above the lowest of the compared OMol25 structures with the same formula, charge and spin	0.796	eV
SMILES	Cc1ccccc1.CC

---

Entry 8:
ORCA calculation (ωB97M-V/def2-TZVPD) on a molecular structure, C11H27BaO13 at a distorted geometry.

```
52
Properties=species:S:1:pos:R:3:forces:R:3
Ba -0.85254 -0.39273 -0.58449 -1.81 -0.36 -1.06
O -0.94479 -4.47999 -0.41476 2.08 -0.39 1.68
C -1.71807 -3.88962 -1.33378 -2.90 0.59 -2.66
O -1.42701 -2.78973 -1.81626 2.24 1.35 1.00
O -2.70847 -4.53436 -1.66435 -0.97 -1.45 0.13
H -1.42101 -5.30067 -0.26884 -0.03 -0.29 0.18
O -4.84216 -1.22580 1.41636 -0.83 -0.86 -0.29
C -3.77973 -0.79794 0.75982 2.92 2.47 -2.68
O -3.67617 -0.86999 -0.50233 -1.49 -1.25 0.68
O -2.89271 -0.19545 1.36537 1.85 0.86 2.73
H -5.18497 -1.59370 0.59860 -1.74 -0.92 -0.11
O -1.89567 0.59637 -5.03757 0.29 0.98 -2.10
C -1.77683 0.20717 -3.79093 -3.58 -2.80 3.01
O -2.69271 -0.37974 -3.21886 -0.78 0.19 -0.55
O -0.71665 0.45305 -3.21397 4.37 1.60 1.13
H -1.03725 1.02605 -5.04705 0.41 0.54 -1.24
C 2.97301 -2.00536 1.06380 0.64 0.46 0.28
C 1.95563 -3.06147 0.83602 -0.44 0.00 -1.96
O 0.78359 -2.42368 0.21275 1.67 -0.48 1.69
H 3.37854 -1.61763 0.12929 -0.24 0.05 -0.09
H 3.81634 -2.43548 1.60408 0.04 0.13 0.26
H 2.54038 -1.16933 1.61334 0.33 0.00 0.12
H 1.81305 -3.69481 1.71160 -0.88 0.38 0.27
H 2.36589 -3.74254 0.09040 -0.05 -0.21 -0.12
H 0.33585 -3.10756 -0.29068 -0.66 -0.50 -0.24
C -1.43709 4.51452 -1.03466 0.17 3.74 -1.72
C -1.12271 3.12346 -1.33151 -2.08 -0.61 -1.29
O -1.10913 2.47456 -0.13231 1.42 -2.33 2.45
H -0.53268 5.12136 -0.99118 0.14 0.09 0.58
H -2.11182 4.83604 -0.24126 0.24 -1.00 0.64
H -1.96600 4.99892 -1.85546 0.02 -0.14 -0.63
H -0.24316 2.91802 -1.94167 0.29 0.22 0.49
H -1.93766 2.68016 -1.90374 -0.12 0.01 -0.54
H -1.93349 2.62469 0.33618 -0.14 -0.13 -0.01
C 0.32091 0.04923 4.37065 -1.39 -0.26 0.23
C 0.71277 0.78344 3.06574 2.05 -0.94 2.04
O 0.51140 0.06008 1.86039 -0.64 1.07 0.21
H -0.12135 -0.92457 4.16039 -0.33 0.05 -0.17
H -0.41168 0.62782 4.93338 -0.36 -0.12 -0.19
H 1.06159 -0.17889 5.13711 0.80 0.32 -0.55
H 1.78556 0.86548 3.24038 0.55 0.34 -0.64
H 0.38317 1.81947 3.14378 -0.73 -0.33 -1.13
H 0.66022 -0.87676 2.00803 -0.09 -0.16 0.23
C 2.96040 1.70673 0.09213 -0.12 0.61 1.33
C 3.00111 1.14683 -1.32096 -0.99 -0.24 1.15
O 1.72037 0.46380 -1.56388 1.56 1.03 0.18
H 3.66643 2.49815 0.34371 0.90 -0.26 -0.63
H 3.06328 0.97395 0.89248 0.06 -0.33 -0.29
H 2.08166 2.27486 0.39733 -0.81 -0.41 -0.76
H 3.80662 0.41528 -1.38481 0.06 -0.04 -0.17
H 3.22721 1.98028 -1.98604 -0.45 -0.20 -0.48
H 1.56855 0.44827 -2.51167 -0.44 -0.09 -0.37
```
Forces are in eV/Å.

Kohn-Sham gap	6.964	eV
E_HOMO	-4.912	eV
energy above the lowest of the compared OMol25 structures with the same formula, charge and spin	2.766	eV
charge	-1

---

Number 1: total energy -2553.51705 Ha. Number 2: total energy -616.68739 Ha. Number 3: total energy -1041.37729 Ha. Number 4: total energy -1090.74265 Ha. Number 5: total energy -13925.72210 Ha. Number 6: total energy -356.70857 Ha. Number 7: total energy -351.30092 Ha. Number 8: total energy -1439.13527 Ha.